The following is a DFT calculation (ωB97M-V/def2-TZVPD) of a structure of composition C33H37FFeN2O7S2 in a non-equilibrium geometry.

```
83
Properties=species:S:1:pos:R:3:mulliken_spin:R:1
Fe 0.14 -0.22 0.15 3.809
O -2.13 -0.61 -0.22 0.018
N -2.80 -1.62 -0.67 0.002
C -4.12 -1.65 -0.49 0.000
C -4.91 -2.69 -0.92 0.000
C -4.30 -3.77 -1.57 0.001
C -2.94 -3.73 -1.78 0.000
C -2.16 -2.65 -1.34 0.000
S -0.50 -2.57 -1.61 0.025
H -4.53 -0.78 0.01 0.000
H -5.97 -2.67 -0.76 0.000
H -4.89 -4.61 -1.92 0.000
H -2.42 -4.53 -2.28 0.000
C 6.13 -4.33 0.40 0.000
O 6.33 -3.46 -0.68 0.000
C 5.32 -2.55 -0.96 -0.001
C 5.65 -1.61 -1.95 0.001
C 4.75 -0.63 -2.25 -0.001
C 3.49 -0.54 -1.64 -0.009
C 2.60 0.53 -1.95 0.011
C 3.16 1.73 -2.72 0.001
O 1.40 0.57 -1.64 -0.008
C 3.11 -1.54 -0.66 0.010
O 2.00 -1.56 -0.07 0.037
C 4.10 -2.53 -0.35 0.005
H 7.07 -4.86 0.54 0.000
H 5.33 -5.06 0.18 0.000
H 5.87 -3.78 1.31 0.000
H 6.61 -1.67 -2.44 0.000
H 5.00 0.09 -3.02 0.000
H 4.10 2.06 -2.27 0.000
H 2.43 2.53 -2.68 0.000
H 3.34 1.46 -3.75 0.000
H 3.82 -3.26 0.39 0.000
C -0.31 2.96 -3.23 -0.001
C -1.63 2.18 -3.24 0.004
C -1.36 0.68 -3.34 -0.015
C -2.51 2.49 -2.06 -0.022
C -3.83 2.82 -2.34 -0.003
C -4.75 3.09 -1.34 0.004
C -4.34 3.00 -0.02 -0.002
C -3.03 2.71 0.31 -0.001
C -2.61 2.66 1.76 0.002
C -3.01 1.32 2.38 0.004
C -3.14 3.85 2.57 0.000
C -2.08 2.45 -0.71 0.046
N -0.78 2.17 -0.34 -0.060
C -0.02 3.14 0.16 0.056
C -0.29 4.53 0.01 0.003
C 0.57 5.49 0.50 0.000
C 1.75 5.15 1.15 0.001
C 2.04 3.80 1.34 0.000
C 1.18 2.85 0.85 -0.004
F 1.47 1.52 1.09 0.022
H 0.24 2.77 -4.15 0.000
H 0.27 2.61 -2.38 0.006
H -0.49 4.03 -3.13 0.000
H -2.18 2.48 -4.15 0.000
H -0.85 0.35 -2.44 0.022
H -0.72 0.47 -4.20 0.000
H -2.29 0.13 -3.45 0.000
H -4.14 2.90 -3.38 0.000
H -5.76 3.38 -1.59 0.000
H -5.06 3.17 0.76 0.000
H -1.52 2.71 1.80 -0.003
H -4.09 1.21 2.41 0.000
H -2.62 1.24 3.39 0.000
H -2.58 0.52 1.79 0.002
H -4.22 3.84 2.65 0.000
H -2.84 4.79 2.09 0.000
H -2.72 3.82 3.57 0.000
H -1.19 4.82 -0.50 0.000
H 0.32 6.54 0.36 0.000
H 2.42 5.91 1.52 0.000
H 2.92 3.48 1.87 0.000
C 0.31 -3.53 2.08 -0.002
S 0.46 -2.06 3.14 0.005
O 1.83 -2.05 3.63 0.002
O -0.52 -2.24 4.21 0.003
O 0.12 -0.90 2.28 0.029
H 0.96 -4.29 2.50 0.000
H 0.64 -3.24 1.09 0.001
H -0.72 -3.84 2.10 0.000
```

Its charge is -2. Its LUMO energy is 4.450 eV. Its highest occupied orbital energy is -1.9 eV. Its energy above the lowest of the compared OMol25 structures with the same formula, charge and spin is 1.0155 eV. The multiplicity is 5. Its maximum force is 2.0 eV/A. The value obtained for the total energy is -4075.921926 Ha.

***

The following is a DFT calculation (ωB97M-V/def2-TZVPD) of a structure of composition C33H37N5O6P3Re.

```
85
Properties=species:S:1:pos:R:3:mulliken_spin:R:1
Re -0.30 0.34 -0.64 0.729
N 0.30 -1.14 -2.17 0.026
C 0.68 -2.53 -1.96 0.005
C 0.62 -3.47 -2.98 -0.003
C 1.10 -4.74 -2.71 0.000
C 1.61 -5.07 -1.46 0.000
C 1.64 -4.13 -0.44 0.001
C 1.16 -2.85 -0.71 0.001
P 1.01 -1.47 0.39 0.078
C 0.05 -2.06 1.86 0.015
C -0.76 -3.28 1.52 -0.001
C -0.78 -4.35 2.31 -0.003
C -0.02 -4.42 3.57 0.001
C 0.69 -3.38 4.01 -0.003
C 0.73 -2.08 3.27 0.006
C 2.62 -0.82 0.80 -0.065
C 3.63 -1.59 1.38 -0.003
C 4.89 -1.03 1.56 0.000
C 5.14 0.28 1.15 0.001
C 4.13 1.05 0.57 0.013
C 2.88 0.49 0.41 0.073
H -0.44 -1.12 -2.91 0.001
H 1.08 -0.68 -2.64 -0.004
H 0.23 -3.21 -3.95 0.000
H 1.07 -5.49 -3.49 0.000
H 1.99 -6.07 -1.27 0.000
H 2.00 -4.40 0.54 0.000
H -1.35 -3.26 0.61 -0.002
H -1.38 -5.20 2.03 0.000
H -0.06 -5.33 4.14 0.000
H 1.25 -3.44 4.93 0.000
H 1.75 -1.69 3.26 0.000
H 3.45 -2.62 1.68 0.000
H 5.68 -1.61 2.02 0.000
H 6.13 0.70 1.27 0.000
H 4.34 2.06 0.26 0.000
H 2.08 1.09 -0.05 -0.018
N -3.67 2.45 -3.65 0.000
C -3.27 1.00 -3.49 -0.003
C -4.02 0.13 -4.49 0.001
P -3.62 0.65 -1.68 0.005
O -2.21 -0.28 -1.14 0.040
O -4.74 -0.26 -1.45 -0.002
O -3.45 2.01 -1.10 0.001
P -1.47 0.79 -3.74 0.016
O -1.15 1.87 -4.85 0.000
O -1.23 -0.61 -4.16 0.005
O -0.71 1.25 -2.45 0.034
H -4.63 2.52 -4.00 0.000
H -3.05 2.95 -4.29 0.000
H -3.63 2.87 -2.70 0.000
H -5.09 0.18 -4.29 0.000
H -3.71 -0.91 -4.38 0.000
H -3.82 0.44 -5.51 0.000
H -2.53 -1.18 -0.98 0.000
H -0.64 1.56 -5.61 0.000
N -1.95 4.05 0.60 0.003
C -1.90 2.73 0.58 -0.004
N -0.82 2.28 -0.05 0.000
C -0.14 3.42 -0.52 -0.003
C 1.07 3.56 -1.20 0.003
C 1.50 4.84 -1.47 0.000
C 0.76 5.96 -1.07 0.001
C -0.43 5.84 -0.38 0.002
C -0.85 4.54 -0.11 -0.002
H -2.69 4.59 1.00 0.000
H -2.61 2.11 1.11 -0.002
H 1.65 2.70 -1.52 0.018
H 2.44 4.99 -1.99 0.000
H 1.13 6.95 -1.31 0.000
H -0.99 6.71 -0.06 0.000
C 0.73 0.10 5.79 0.000
C 0.33 0.21 4.37 0.013
C 0.53 1.32 3.62 0.005
C 0.29 1.32 2.22 0.011
N -0.28 0.36 1.52 0.026
C -0.77 -0.82 2.26 -0.002
C -0.28 -0.97 3.72 -0.005
H 1.55 0.77 6.04 0.000
H 0.99 -0.93 6.06 0.000
H -0.13 0.38 6.42 0.002
H 0.96 2.22 4.05 0.001
H 0.65 2.18 1.67 -0.004
H -1.85 -0.91 2.12 -0.009
H -1.06 -1.39 4.36 0.000
```

Its charge is +3. Its LUMO energy (spin up / spin down) is -9.692 / -9.993 eV. Its highest occupied orbital energy (spin up / spin down) is -15.9 / -15.9 eV. Its energy above the lowest of the compared OMol25 structures with the same formula, charge and spin is 1.8644 eV. The multiplicity is 2. Its maximum force is 0.9 eV/A. The value obtained for the total energy is -3106.572227 Ha.

***

The following is a DFT calculation (ωB97M-V/def2-TZVPD) of a structure of composition C33H37N7O3Ti in a non-equilibrium geometry.

```
81
Properties=species:S:1:pos:R:3:mulliken_charge:R:1
Ti -0.23 -0.30 0.40 -2.172
C 3.45 1.70 1.25 -1.626
C 2.48 1.87 2.38 1.236
C 2.68 2.94 3.25 -1.031
C 1.90 3.08 4.39 -1.077
C 0.95 2.13 4.69 -0.990
C 0.71 1.05 3.84 1.595
C -0.27 0.02 4.29 -1.249
C 1.44 0.97 2.65 -0.652
N 1.25 -0.11 1.70 1.946
C 2.33 -1.01 1.76 -0.633
O 3.14 -1.07 2.65 -0.545
C 2.36 -1.86 0.54 0.959
C 3.37 -2.75 0.20 -1.023
C 3.26 -3.44 -1.01 -0.632
C 2.15 -3.22 -1.82 -0.787
C 1.19 -2.33 -1.38 0.703
N 1.30 -1.66 -0.23 1.039
C -0.08 -1.99 -2.09 -0.250
O -0.39 -2.47 -3.15 -0.564
N -0.84 -1.09 -1.34 1.283
C -2.13 -0.88 -1.98 -0.835
C -3.23 -1.68 -1.65 1.332
C -3.12 -2.96 -0.86 -1.820
C -4.47 -1.34 -2.18 -0.745
C -4.60 -0.29 -3.07 -1.168
C -3.47 0.40 -3.49 -0.747
C -2.22 0.10 -2.97 1.912
C -1.01 0.76 -3.58 -2.166
H 3.76 2.66 0.85 0.545
H 3.07 1.10 0.43 0.141
H 4.35 1.20 1.62 0.406
H 3.46 3.64 3.05 0.518
H 2.07 3.91 5.06 0.457
H 0.38 2.20 5.61 0.521
H -0.38 0.05 5.37 0.614
H 0.05 -0.98 4.02 0.198
H -1.27 0.19 3.87 0.086
H 4.20 -2.88 0.87 0.653
H 4.03 -4.13 -1.31 0.507
H 2.00 -3.72 -2.76 0.643
H -2.14 -3.10 -0.41 -0.059
H -3.28 -3.80 -1.54 0.548
H -3.88 -3.03 -0.09 0.417
H -5.32 -1.95 -1.93 0.567
H -5.56 -0.05 -3.49 0.490
H -3.55 1.16 -4.25 0.563
H -1.13 1.84 -3.62 0.507
H -0.90 0.40 -4.60 0.515
H -0.09 0.52 -3.05 0.292
N -3.02 -2.32 2.78 0.101
C -2.00 -3.21 3.05 -1.200
C -0.91 -2.77 2.37 -0.606
N -1.25 -1.63 1.68 2.033
C -2.53 -1.39 1.94 -0.766
C -3.13 -0.28 1.25 -0.185
N -2.31 0.44 0.50 1.265
C -3.09 1.34 -0.18 -0.978
C -4.39 1.17 0.20 -1.482
N -4.40 0.14 1.11 0.080
H -3.95 -2.37 3.15 0.221
H -2.13 -4.05 3.70 0.481
H 0.09 -3.18 2.34 0.523
H -2.68 2.04 -0.88 1.038
H -5.29 1.67 -0.10 0.423
H -5.23 -0.25 1.55 0.235
C 1.18 1.87 -1.40 -0.685
C 0.70 2.77 -0.29 -0.581
O -0.25 2.05 0.52 0.360
C -0.76 2.83 1.64 0.122
C -1.60 4.03 1.24 -1.524
H 1.46 0.86 -1.02 0.062
H 2.09 2.26 -1.86 0.679
H 0.42 1.75 -2.18 -0.256
H 0.21 3.65 -0.70 0.627
H 1.53 3.11 0.36 0.320
H 0.10 3.14 2.24 -0.024
H -1.34 2.13 2.25 0.094
H -1.03 4.78 0.70 0.442
H -1.95 4.51 2.15 0.462
H -2.47 3.76 0.65 0.298
```

Its charge is +2. Its LUMO energy is -7.285 eV. Its highest occupied orbital energy is -13.9 eV. Its energy above the lowest of the compared OMol25 structures with the same formula, charge and spin is 0.0000 eV. Its maximum force is 1.2 eV/A. The value obtained for the total energy is -2737.848756 Ha.

***

The following is a DFT calculation (ωB97M-V/def2-TZVPD) of a structure of composition C33H38BBrFN7O3SiY in a non-equilibrium geometry.

```
86
Properties=species:S:1:pos:R:3:mulliken_charge:R:1
Y -0.73 -0.13 0.58 0.552
Br 6.33 -3.13 2.59 -0.140
C 4.87 -2.09 2.14 0.031
C 4.70 -0.80 2.66 -0.797
C 3.46 -0.21 2.64 -0.588
C 2.34 -0.94 2.08 -0.031
C 2.58 -2.12 1.39 0.240
C 3.82 -2.74 1.47 -0.990
N 1.07 -0.35 2.15 0.544
C 0.74 0.27 3.28 -0.661
C -0.13 1.36 3.36 1.287
C -0.49 1.91 4.60 -1.321
C -1.37 2.96 4.65 -0.506
C -1.88 3.46 3.45 -1.197
C -1.44 2.93 2.26 -0.120
N -0.68 1.80 2.18 0.824
H 5.57 -0.32 3.10 0.457
H 3.26 0.77 3.08 0.552
H 1.79 -2.64 0.81 0.239
H 3.90 -3.75 1.12 0.556
H 1.10 -0.08 4.26 0.312
H 0.02 1.55 5.48 0.498
H -1.62 3.38 5.60 0.488
H -2.58 4.28 3.43 0.500
H -1.77 3.36 1.33 0.244
C 1.21 2.53 -0.27 -0.511
Si -0.22 2.66 -1.54 -0.122
C -0.79 4.46 -1.44 -1.126
C 0.21 2.31 -3.34 -0.979
N -1.39 1.60 -0.88 0.925
C -2.75 1.74 -1.11 0.315
C -3.46 2.02 -2.33 -0.582
C -4.84 2.19 -2.30 -0.685
C -5.60 2.09 -1.16 -0.672
C -4.96 1.70 0.02 -0.586
C -3.61 1.45 -0.02 0.349
F -3.04 0.76 1.12 -0.390
H 1.10 3.28 0.51 0.391
H 2.21 2.60 -0.67 0.650
H 1.16 1.49 0.19 -0.408
H 0.06 5.19 -1.52 0.394
H -1.27 4.69 -0.46 0.267
H -1.49 4.73 -2.26 0.299
H 1.22 2.70 -3.60 0.373
H -0.49 2.75 -4.08 0.399
H 0.24 1.27 -3.56 0.163
H -2.94 1.99 -3.30 0.330
H -5.27 2.34 -3.27 0.430
H -6.64 2.34 -1.19 0.441
H -5.44 1.53 0.97 0.453
O 3.32 -0.14 -0.48 -0.139
B 1.98 -0.24 -0.88 0.867
O 1.89 -0.27 -2.31 -0.411
C 3.20 -0.24 -2.77 0.414
C 3.63 -0.18 -4.08 -1.055
C 5.03 -0.16 -4.25 -0.704
C 5.91 -0.10 -3.13 -0.686
C 5.41 -0.08 -1.81 -0.974
C 4.04 -0.16 -1.65 0.574
H 2.95 -0.13 -4.95 0.454
H 5.40 -0.14 -5.24 0.479
H 6.97 -0.12 -3.34 0.403
H 6.13 0.05 -0.98 0.437
C -3.75 -2.69 -0.48 -0.977
C -2.66 -2.30 -1.39 0.080
N -1.62 -1.53 -1.13 0.844
C -0.89 -1.41 -2.34 0.030
C -1.54 -2.13 -3.30 -1.074
N -2.64 -2.69 -2.67 0.025
H -3.32 -2.74 0.54 -0.107
H -4.13 -3.70 -0.75 0.475
H -4.60 -1.96 -0.52 0.274
H 0.00 -0.84 -2.44 0.134
H -1.26 -2.28 -4.33 0.469
H -3.36 -3.22 -3.16 0.243
C -0.55 -4.45 0.79 -0.678
N -0.63 -4.23 2.20 -0.186
C -1.26 -3.12 2.60 0.472
N -1.87 -3.12 3.79 -0.452
O -1.30 -2.08 1.84 -0.598
H -1.32 -5.17 0.44 0.268
H 0.47 -4.78 0.56 0.332
H -0.75 -3.52 0.23 -0.032
H -0.72 -5.11 2.73 0.290
H -1.81 -3.92 4.40 0.182
H -2.37 -2.28 4.02 0.235
```

Its charge is +1. Its LUMO energy (spin up / spin down) is -4.105 / -4.105 eV. Its highest occupied orbital energy (spin up / spin down) is -8.8 / -8.8 eV. Its maximum force is 4.2 eV/A. The value obtained for the total energy is -4915.887339 Ha.

***

The following is a DFT calculation (ωB97M-V/def2-TZVPD) of a structure of composition C33H38FN7O3PPd in a non-equilibrium geometry.

```
84
Properties=species:S:1:pos:R:3:mulliken_charge:R:1
Pd -2.90 0.10 -0.98 -0.952
C 2.50 2.26 4.26 -1.015
C 1.45 1.16 4.31 -1.131
N 1.01 0.74 2.98 0.232
C -0.01 1.42 2.38 -0.380
C -0.58 1.08 1.20 -0.029
C -1.48 2.12 0.52 0.154
O -2.35 2.65 1.20 -0.732
O -1.14 2.37 -0.67 -0.584
C -0.18 -0.14 0.56 1.265
O -0.75 -0.66 -0.41 -0.880
C 1.02 -0.78 1.13 0.160
C 1.58 -1.87 0.45 -0.277
C 2.74 -2.41 0.91 0.039
F 3.28 -3.48 0.29 -0.354
C 3.42 -1.88 2.02 -1.539
C 2.84 -0.84 2.72 -0.578
C 1.61 -0.29 2.30 0.461
N 4.71 -2.36 2.39 0.478
C 5.67 -2.73 1.36 -0.601
C 7.09 -2.49 1.95 -0.720
N 6.90 -1.92 3.32 -0.120
C 6.23 -2.91 4.21 -0.656
C 4.84 -3.20 3.57 -0.546
H 2.84 2.51 5.27 0.383
H 2.09 3.16 3.81 0.351
H 3.37 1.96 3.67 0.284
H 0.56 1.50 4.84 0.497
H 1.80 0.28 4.85 0.507
H -0.36 2.30 2.91 0.677
H 1.07 -2.27 -0.41 0.608
H 3.36 -0.44 3.58 0.453
H 5.51 -2.13 0.48 0.442
H 5.58 -3.78 1.08 0.450
H 7.69 -1.79 1.36 0.352
H 7.65 -3.42 2.06 0.337
H 6.19 -1.18 3.18 0.360
H 7.75 -1.52 3.72 0.304
H 6.16 -2.47 5.21 0.366
H 6.85 -3.80 4.25 0.337
H 4.04 -2.98 4.27 0.439
H 4.78 -4.26 3.31 0.340
C -4.77 -0.17 2.94 -0.770
C -5.96 0.51 2.68 -0.366
C -6.29 0.82 1.38 -0.724
C -5.44 0.45 0.34 1.150
N -4.29 -0.21 0.60 -0.213
C -3.97 -0.50 1.87 -0.075
C -5.67 0.70 -1.09 0.678
C -6.93 1.02 -1.58 -0.748
C -7.14 1.14 -2.95 -0.809
C -6.08 0.91 -3.81 -0.908
C -4.82 0.60 -3.31 -0.143
C -4.58 0.52 -1.95 0.358
H -4.48 -0.44 3.94 0.409
H -6.61 0.81 3.49 0.421
H -7.19 1.37 1.16 0.333
H -3.03 -1.02 2.01 0.432
H -7.77 1.16 -0.91 0.290
H -8.12 1.38 -3.33 0.386
H -6.23 0.96 -4.88 0.431
H -4.02 0.42 -4.02 0.349
C 0.34 2.30 -4.72 -0.917
N 0.94 1.20 -3.96 0.162
C 0.70 -0.04 -4.70 -0.974
N -0.70 -0.29 -4.98 0.105
C -1.28 0.86 -5.67 -0.845
N -1.09 2.13 -4.97 0.144
C -1.84 2.22 -3.71 -1.271
P -1.39 0.89 -2.51 2.950
C 0.45 1.17 -2.58 -1.420
C -1.40 -0.53 -3.71 -1.423
H 0.85 2.36 -5.68 0.337
H 0.50 3.23 -4.18 0.413
H 1.10 -0.87 -4.12 0.411
H 1.25 0.02 -5.65 0.299
H -2.35 0.68 -5.80 0.438
H -0.82 0.94 -6.65 0.295
H -2.91 2.20 -3.89 0.401
H -1.61 3.18 -3.24 0.480
H 0.98 0.40 -2.01 0.279
H 0.64 2.13 -2.12 0.529
H -2.44 -0.80 -3.92 0.488
H -0.94 -1.40 -3.22 0.454
```

Its charge is +1. Its LUMO energy is -3.266 eV. Its highest occupied orbital energy is -9.2 eV. Its energy above the lowest of the compared OMol25 structures with the same formula, charge and spin is 1.0600 eV. Its maximum force is 1.6 eV/A. The value obtained for the total energy is -2458.188607 Ha.

***

The following is a DFT calculation (ωB97M-V/def2-TZVPD) of a cluster of 2 separate species, C33H38N3O in total in a non-equilibrium geometry.

```
75
Properties=species:S:1:pos:R:3:mulliken_charge:R:1
C 0.05 3.48 -2.70 -1.858
C 0.08 1.99 -2.82 0.891
C 1.21 1.27 -2.43 -0.017
N 2.16 0.67 -2.04 -0.810
C -0.88 1.32 -3.65 0.981
C -2.14 1.93 -3.96 -0.410
C -2.94 1.40 -4.96 -1.051
C -2.57 0.22 -5.62 0.709
C -3.42 -0.32 -6.65 0.027
N -4.11 -0.73 -7.50 -0.654
C -1.38 -0.44 -5.27 -1.089
C -0.59 0.06 -4.24 -0.079
H -0.95 3.77 -2.32 0.332
H 0.85 3.82 -2.04 0.680
H 0.20 3.96 -3.69 0.275
H -2.44 2.84 -3.43 0.291
H -3.86 1.90 -5.25 0.418
H -1.09 -1.35 -5.80 0.394
H 0.32 -0.47 -3.94 0.320
C 3.46 5.67 3.17 -1.203
N 3.02 4.32 3.49 0.152
C 3.60 3.74 4.68 -1.186
C 2.13 3.64 2.72 1.496
C 1.57 2.40 3.14 -0.841
C 0.79 1.64 2.29 -0.587
C 0.48 2.07 0.96 -0.148
C -0.15 1.23 0.00 -1.071
C -0.18 -0.19 0.11 0.885
C -1.20 -0.93 -0.57 -0.396
C -1.47 -2.23 -0.28 -0.419
C -2.68 -3.00 -0.87 2.220
C -2.18 -4.12 -1.79 -1.731
C -3.59 -2.08 -1.68 -1.968
C -3.53 -3.63 0.24 -1.800
C -0.55 -2.96 0.61 1.325
O -0.67 -4.19 0.77 -0.813
C 0.53 -2.22 1.29 -0.345
C 1.37 -2.96 2.37 1.935
C 0.47 -3.59 3.45 -1.783
C 2.34 -2.02 3.07 -1.829
C 2.18 -4.09 1.70 -1.800
C 0.76 -0.92 0.90 -1.257
C 0.84 3.42 0.65 -1.429
C 1.70 4.15 1.45 -0.705
H 2.67 6.24 2.68 0.385
H 3.75 6.17 4.10 0.432
H 4.34 5.66 2.51 0.304
H 3.63 2.65 4.60 0.386
H 4.62 4.11 4.80 0.424
H 3.03 4.00 5.58 0.295
H 1.79 2.00 4.14 0.359
H 0.39 0.69 2.64 0.663
H -0.88 1.68 -0.70 0.913
H -1.81 -0.40 -1.31 0.273
H -1.56 -4.83 -1.21 0.350
H -3.04 -4.65 -2.22 0.482
H -1.57 -3.71 -2.60 0.302
H -3.98 -1.28 -1.05 0.355
H -3.07 -1.66 -2.55 0.332
H -4.45 -2.66 -2.06 0.448
H -3.91 -2.84 0.91 0.345
H -4.38 -4.16 -0.20 0.470
H -2.93 -4.34 0.83 0.333
H -0.21 -4.33 3.01 0.326
H 1.09 -4.09 4.20 0.474
H -0.12 -2.81 3.95 0.350
H 3.06 -1.61 2.36 0.359
H 1.79 -1.20 3.56 0.317
H 2.89 -2.57 3.84 0.434
H 2.85 -3.67 0.95 0.351
H 2.78 -4.61 2.46 0.461
H 1.50 -4.80 1.22 0.356
H 1.67 -0.41 1.22 0.821
H 0.44 3.85 -0.26 0.553
H 2.06 5.11 1.08 0.298
```

Its charge is -1. Its LUMO energy is 1.748 eV. Its highest occupied orbital energy is -3.4 eV. Its maximum force is 3.2 eV/A. The value obtained for the total energy is -1519.788089 Ha.